{"formula": "C2H6O2PS", "method": "ωB97M-V/def2-TZVPD", "elements": ["C", "C", "O", "O", "P", "S", "H", "H", "H", "H", "H", "H"], "xyz": [[-0.643, 0.180, -0.257], [0.329, -0.247, 0.801], [0.704, 3.723, 2.590], [-0.796, 1.776, 3.181], [1.659, 1.049, 1.400], [-0.046, 2.436, 2.117], [-1.031, 1.189, -0.083], [-0.342, 0.050, -1.255], [-1.464, -0.552, -0.095], [0.688, -1.222, 0.664], [-0.411, -0.392, 1.720], [1.599, 1.646, 0.117]], "forces_ev_per_a": [[-1.5004, -0.6099, 1.0247], [-1.2768, 1.5838, 3.4317], [-1.0526, -2.6541, -0.7248], [-0.0729, -0.9662, 1.1336], [-1.0536, -1.1979, -0.3554], [1.1249, 3.8913, -0.7224], [0.1157, -0.2510, -0.1155], [0.7909, 0.0800, -1.4571], [-0.1190, 0.6360, -0.5294], [0.9240, -1.3083, -0.5091], [1.8516, 0.4282, -1.2376], [0.2682, 0.3682, 0.0614]], "lowdin_charge": [-0.239, -0.585, -0.678, -0.603, 0.619, 0.400, 0.034, 0.032, 0.069, 0.008, 0.081, -0.138], "charge": -1, "lumo_ha": 0.1482, "de_lowest_kj_mol": 356.8, "energy_ev": -26390.311, "smiles": "CC[PH]#S(=O)[O-]", "orbital_gap_ha": 0.250, "e_homo_ev": -2.7784, "spin_multiplicity": 1}

***

{"formula": "C25H61CrF9N4O13S2", "method": "ωB97M-V/def2-TZVPD", "elements": ["Cr", "C", "O", "O", "C", "F", "F", "F", "C", "C", "H", "H", "H", "H", "H", "H", "C", "F", "F", "F", "S", "O", "O", "N", "S", "O", "O", "C", "F", "F", "F", "C", "C", "O", "H", "H", "H", "H", "H", "H", "C", "C", "O", "H", "H", "H", "H", "H", "H", "C", "C", "O", "H", "H", "H", "H", "H", "H", "C", "C", "C", "O", "C", "N", "H", "H", "H", "H", "H", "H", "H", "H", "H", "H", "H", "C", "C", "C", "O", "C", "N", "H", "H", "H", "H", "H", "H", "H", "H", "H", "H", "H", "C", "C", "C", "O", "C", "N", "H", "H", "H", "H", "H", "H", "H", "H", "H", "H", "H", "C", "O", "H", "H", "H", "H"], "xyz": [[0.393, 3.180, -1.605], [0.465, -0.122, -0.521], [-0.827, -0.231, -1.102], [0.823, 1.191, -0.932], [0.644, -0.421, 1.008], [0.041, 0.505, 1.791], [0.143, -1.643, 1.329], [1.887, -0.372, 1.439], [-1.533, -1.471, -0.999], [-2.749, -1.363, -1.991], [-3.246, -2.319, -2.160], [-3.570, -0.823, -1.519], [-2.675, -0.889, -2.969], [-1.938, -1.638, -0.001], [-1.011, -2.419, -1.127], [1.078, -0.871, -1.023], [-3.325, 2.961, 0.679], [-4.120, 3.321, 1.697], [-2.594, 1.966, 0.948], [-4.010, 2.701, -0.403], [-2.200, 4.513, 0.174], [-2.639, 4.867, -1.188], [-2.491, 5.511, 1.219], [-0.538, 3.832, 0.028], [-0.041, 3.821, 1.582], [-1.077, 3.502, 2.609], [1.186, 3.115, 1.781], [0.438, 5.699, 1.899], [-0.069, 6.470, 0.974], [0.125, 6.105, 3.113], [1.692, 5.952, 1.821], [-4.713, -4.420, 0.377], [-5.352, -5.183, -0.792], [-5.866, -6.372, -0.287], [-3.974, -4.951, 0.977], [-5.454, -4.117, 1.116], [-4.211, -3.473, 0.179], [-4.654, -5.379, -1.605], [-6.222, -4.751, -1.286], [-5.685, -7.023, -0.969], [-2.739, 0.236, 5.561], [-2.169, 1.072, 4.469], [-2.923, 2.196, 4.095], [-3.224, 0.769, 6.379], [-1.927, -0.431, 5.851], [-3.570, -0.344, 5.159], [-2.028, 0.564, 3.515], [-1.260, 1.541, 4.845], [-2.389, 2.715, 3.488], [1.560, -4.560, 1.784], [1.257, -6.025, 1.929], [0.892, -6.349, 3.255], [1.984, -4.220, 0.839], [2.298, -4.142, 2.468], [0.652, -3.987, 1.969], [2.136, -6.623, 1.688], [0.446, -6.385, 1.297], [1.134, -7.259, 3.441], [1.749, 1.887, 7.880], [1.732, 0.398, 7.546], [2.148, 0.083, 6.071], [1.869, -1.309, 5.871], [2.007, -1.583, 4.473], [2.588, -0.472, 8.497], [1.561, 1.964, 8.951], [0.899, 2.370, 7.398], [2.665, 2.385, 7.563], [0.685, 0.107, 7.632], [3.203, 0.241, 5.847], [1.527, 0.716, 5.436], [3.040, -1.467, 4.145], [1.228, -1.228, 3.798], [1.904, -2.664, 4.380], [1.837, -0.639, 9.152], [2.721, -1.407, 8.138], [0.637, 5.883, -4.871], [0.203, 4.555, -4.278], [1.370, 3.562, -4.482], [1.336, 2.557, -3.488], [1.990, 1.387, -3.970], [-0.082, 4.783, -2.795], [1.494, 6.267, -4.317], [-0.141, 6.645, -4.830], [0.895, 5.842, -5.929], [-0.699, 4.148, -4.736], [2.309, 4.114, -4.467], [1.383, 3.160, -5.495], [2.028, 0.529, -3.299], [3.048, 1.648, -4.009], [1.761, 1.025, -4.972], [0.618, 5.457, -2.519], [-0.922, 5.342, -2.753], [1.450, -2.965, -3.579], [2.438, -3.489, -4.701], [2.690, -2.358, -5.732], [3.429, -2.892, -6.835], [4.324, -1.919, -7.463], [3.572, -3.946, -3.869], [1.031, -3.837, -3.078], [0.585, -2.495, -4.047], [1.941, -2.282, -2.886], [1.968, -4.359, -5.159], [3.057, -1.476, -5.207], [1.717, -1.972, -6.035], [5.081, -1.547, -6.772], [3.792, -1.051, -7.852], [4.833, -2.485, -8.243], [4.366, -3.758, -4.463], [3.798, -3.273, -3.151], [-2.387, 2.170, -3.352], [-1.294, 2.243, -2.466], [-3.300, 1.967, -2.793], [-2.463, 3.061, -3.976], [-2.158, 1.324, -3.999], [-1.321, 1.319, -2.207]], "forces_ev_per_a": [[-2.1152, -5.0863, 0.1272], [-0.0347, 2.0292, -1.5122], [-0.1925, -0.9328, 0.9493], [0.6605, 1.2328, 0.1679], [-1.2304, 1.1859, 1.1046], [-0.8765, -0.3858, -0.6355], [0.1544, 0.6277, -0.4851], [1.0568, -0.5116, -0.9722], [-2.1191, -0.2321, -0.8391], [-0.6089, -0.2143, 1.0492], [0.4858, -0.3368, -0.0351], [0.1338, 0.3946, 0.3285], [0.9541, -0.1041, -0.0132], [-0.1706, 0.5746, 0.1616], [1.0045, 0.4406, -0.7389], [0.5143, -0.0511, -0.0492], [-0.5025, 2.5037, 0.4512], [0.9516, -0.3184, -1.3367], [1.3374, -2.0229, 0.8575], [-0.9211, -0.0071, -0.6226], [-3.1482, 1.6791, -0.5026], [1.5374, -0.7748, 1.4627], [1.6261, -2.1279, -2.1119], [-2.0258, 1.1838, 0.9372], [0.4436, -0.2369, 5.0566], [1.9438, 1.1796, -3.4611], [0.1121, 0.2547, -1.3453], [-0.6616, 0.0163, 0.8625], [-1.6914, 0.7041, -1.1545], [-1.4553, -0.5751, 0.2563], [3.4493, -1.1838, -0.5373], [-0.2903, 0.8601, 0.4667], [0.3024, 0.7874, 0.0630], [0.1383, -1.6178, 0.2871], [-0.0620, -0.7147, -0.4836], [-0.3982, -0.2469, -0.0987], [-0.0559, 0.0905, -0.8104], [0.4605, 0.0294, 0.0816], [0.2122, 1.2555, 0.1988], [-0.2863, -0.4265, 0.2902], [-1.0458, -0.6240, -0.6399], [0.8795, 1.6347, -0.3738], [-1.9215, 0.6161, 0.2784], [0.7273, 0.3421, 0.1431], [-0.3031, -0.1149, 0.4848], [0.0628, -0.4173, -0.0602], [0.6294, -0.9292, 0.3850], [0.8103, -0.7006, -0.1286], [-0.0695, -0.0693, 0.2604], [-0.2790, 1.1292, 0.2310], [0.7274, -1.0024, -0.1043], [-0.1531, 0.4761, 0.7845], [-0.3737, -0.5874, -0.5027], [0.0115, -0.6215, 0.5483], [-0.0631, 0.0589, -0.0769], [0.2022, 0.0510, -0.3400], [-0.0235, 0.4152, -0.5059], [-0.0302, 0.0342, -0.0512], [0.0151, -0.6412, 0.0711], [1.6082, -1.1156, -1.1447], [-0.8678, -0.3114, 1.7746], [-0.1601, 1.0401, -1.5319], [0.1949, -2.3003, 0.7967], [-1.7413, 1.6931, -0.3990], [0.3708, 0.3261, 0.0592], [0.0208, 0.0330, -0.1845], [0.0609, 0.0032, 0.3232], [-0.1059, -0.3511, -0.1298], [0.1707, 0.3463, 0.2290], [-0.0454, -0.0226, -0.3891], [-0.0102, 0.9052, -0.2626], [0.1507, 0.9153, 0.3060], [-0.2076, -0.2649, 0.2108], [0.4296, -0.2303, 1.1145], [0.0471, -0.0280, -0.7831], [-0.4966, 0.5424, -0.3470], [0.6961, -0.1927, -0.0886], [-0.2608, 1.3205, -0.0947], [-0.8809, -0.1823, 0.1378], [2.4789, -1.0082, 0.4627], [1.3907, -0.1925, -1.0297], [0.1429, 0.0025, -0.0732], [-0.1719, -0.0732, 0.2116], [0.1561, -0.3516, 0.0399], [-0.0228, 0.1382, 0.1569], [0.3020, 0.0314, 0.5613], [-0.5912, -0.3150, 0.0734], [-0.9854, 0.4308, 0.4407], [0.2561, 0.1203, -0.2512], [-0.9244, 0.5318, 0.0401], [0.4478, 0.5776, 0.2255], [-0.8750, -0.3476, 0.6138], [-0.4972, -0.6767, -1.7373], [-0.9890, 1.3345, 2.5292], [-0.6040, -1.3757, 0.2677], [0.6892, 1.8824, 0.5381], [-0.4993, -1.0993, 0.4555], [0.8876, 0.4068, -1.6159], [0.3204, 0.1047, 0.3883], [-0.0901, 0.3744, 0.0593], [0.0041, -0.0429, 0.0014], [0.1938, 0.1169, -0.3104], [1.2484, 0.0129, -0.0242], [-0.4163, -0.3297, -0.6083], [0.0014, -0.1312, 0.3027], [-0.2236, -0.1255, -0.2311], [-0.1542, 0.2832, -0.1004], [0.7421, -0.9238, -0.3946], [-0.6216, 0.2405, 0.5218], [-0.7777, 0.4157, -1.4582], [0.9889, 0.4350, 1.1071], [-0.0248, 0.2964, -0.1069], [-0.1762, 0.0157, 0.3089], [-0.3313, 0.0174, -0.2788], [1.3167, -0.8739, 1.5001]], "lowdin_charge": [1.143, -0.295, -0.114, -0.224, -0.535, 0.125, 0.131, 0.181, -0.203, -0.046, 0.069, 0.070, 0.059, 0.113, 0.121, 0.148, -0.679, 0.185, 0.210, 0.171, 0.794, -0.318, -0.249, -0.395, 0.672, -0.283, -0.247, -0.709, 0.135, 0.187, 0.191, -0.074, -0.337, -0.071, 0.076, 0.074, 0.043, 0.103, 0.108, 0.086, -0.073, -0.345, -0.097, 0.084, 0.077, 0.073, 0.104, 0.107, 0.000, -0.092, -0.329, -0.075, 0.070, 0.068, 0.059, 0.110, 0.108, 0.083, -0.069, -0.392, -0.196, -0.188, -0.111, 0.043, 0.076, 0.070, 0.078, 0.120, 0.126, 0.112, 0.093, 0.069, 0.075, 0.052, 0.049, -0.035, -0.314, -0.157, -0.257, -0.041, 0.024, 0.097, 0.099, 0.105, 0.141, 0.141, 0.147, 0.095, 0.111, 0.107, 0.114, 0.109, -0.075, -0.380, -0.223, -0.175, -0.074, 0.036, 0.078, 0.063, 0.053, 0.137, 0.107, 0.110, 0.080, 0.079, 0.090, 0.062, 0.055, -0.059, -0.180, 0.105, 0.095, 0.105, 0.068], "charge": 1, "lumo_ha": [-0.2505, -0.1982], "energy_ev": -134026.565, "orbital_gap_ha": [0.135, 0.187], "e_homo_ev": [-10.4847, -10.4847], "spin_multiplicity": 4}

***

{"formula": "C5H4F7N2", "method": "ωB97M-V/def2-TZVPD", "elements": ["N", "C", "C", "N", "C", "F", "F", "C", "F", "F", "C", "F", "F", "F", "H", "H", "H", "H"], "xyz": [[-0.049, 0.442, 3.431], [0.298, 0.513, 2.203], [0.489, -0.733, 1.360], [-0.737, -1.197, 0.749], [-1.149, -0.588, -0.349], [-1.472, 0.856, -0.269], [-2.364, -1.107, -0.783], [-0.246, -0.587, -1.677], [0.643, -1.619, -1.644], [-1.005, -0.779, -2.800], [0.578, 0.697, -2.011], [1.160, 1.273, -0.955], [-0.174, 1.622, -2.610], [1.572, 0.395, -2.865], [-0.165, 1.381, 3.813], [0.460, 1.480, 1.714], [1.307, -0.544, 0.645], [0.853, -1.506, 2.049]], "forces_ev_per_a": [[0.2658, 0.0141, -0.4539], [-0.1640, -0.1211, 0.4259], [0.0663, -0.1354, 0.1220], [-0.1707, 0.6644, -0.5538], [0.0009, -0.7583, 0.2977], [0.1031, 0.1199, 0.0120], [0.2543, 0.0446, 0.1061], [0.0262, 0.1140, -0.1483], [-0.1617, 0.2243, 0.1389], [0.1487, -0.0176, 0.1785], [-0.0779, 0.0873, 0.1186], [-0.0199, -0.1447, 0.1817], [-0.1292, 0.0175, -0.0111], [0.1082, -0.1411, -0.2158], [0.0057, 0.0103, -0.0207], [-0.1564, -0.0197, -0.1225], [0.0225, 0.0296, 0.0356], [-0.1219, 0.0118, -0.0909]], "lowdin_charge": [0.058, -0.249, -0.293, 0.030, -0.549, -0.057, 0.024, -0.323, 0.100, 0.093, -0.553, 0.144, 0.152, 0.137, 0.017, 0.094, 0.084, 0.093], "charge": -1, "lumo_ha": 0.1398, "energy_ev": -27253.335, "orbital_gap_ha": 0.283, "e_homo_ev": -3.8951, "spin_multiplicity": 1}